The following is a DFT calculation (the ωB97M-V functional and the def2-TZVPD basis) of a 11-piece molecular cluster, C83H153N11O7 overall.

The value obtained for the electronic energy is -4382.88470 a.u. The gap between HOMO and LUMO comes out at 8.420 eV. The HOMO energy comes out at -8.14 eV. The structure (SMILES) is CC1(C)CCCC(C)(C)N1O.CC1(C)CCCC(C)(C)N1O.CC1(C)CCCC(C)(C)N1O.CC1(C)CCCC(C)(C)N1O.CC1(C)CCCC(C)(C)N1O.CC1(C)CCCC(C)(C)N1O.CC1(C)CCCC(C)(C)N1O.c1ccncc1.c1ccncc1.c1ccncc1.c1ccncc1.

The geometry in ORCA input format:
```
! wB97M-V def2-TZVPD RIJCOSX def2/J DEFGRID3
* xyz 0 1
C 7.07 -4.99 4.46
C 5.77 -4.75 3.72
C 4.82 -5.83 4.21
C 5.09 -3.45 4.11
C 6.03 -2.31 3.71
C 6.06 -2.28 2.18
C 6.54 -3.68 1.63
C 6.09 -3.70 0.15
C 8.07 -3.85 1.80
N 5.77 -4.76 2.24
O 6.35 -6.00 1.73
H 7.82 -5.50 3.81
H 7.61 -4.10 4.80
H 6.92 -5.50 5.41
H 4.86 -5.89 5.29
H 3.84 -5.75 3.80
H 5.31 -6.78 3.89
H 4.21 -3.36 3.48
H 4.93 -3.40 5.17
H 5.63 -1.41 4.11
H 7.09 -2.46 3.96
H 6.73 -1.49 1.84
H 5.07 -2.15 1.72
H 6.71 -3.03 -0.44
H 5.07 -3.36 0.03
H 6.23 -4.70 -0.34
H 8.41 -3.60 2.82
H 8.57 -3.16 1.13
H 8.38 -4.87 1.54
H 5.58 -6.41 1.31
C -6.44 -3.05 -6.05
C -5.90 -2.57 -4.69
C -5.37 -1.20 -4.91
C -7.03 -2.59 -3.64
C -6.44 -2.12 -2.28
C -5.32 -3.03 -1.76
C -4.25 -3.19 -2.80
C -3.42 -1.87 -2.79
C -3.26 -4.32 -2.55
N -4.91 -3.49 -4.18
O -3.98 -3.85 -5.12
H -5.63 -3.30 -6.74
H -7.10 -3.93 -6.01
H -6.97 -2.18 -6.46
H -5.31 -0.59 -4.02
H -4.44 -1.09 -5.50
H -6.11 -0.65 -5.54
H -7.77 -1.85 -3.95
H -7.44 -3.57 -3.57
H -6.06 -1.08 -2.30
H -7.20 -2.08 -1.51
H -5.72 -3.94 -1.31
H -4.95 -2.47 -0.90
H -2.56 -1.91 -2.12
H -4.04 -1.01 -2.47
H -2.84 -1.64 -3.69
H -2.99 -4.41 -1.51
H -2.34 -4.22 -3.15
H -3.70 -5.22 -2.98
H -3.43 -3.06 -5.31
C 1.41 5.63 6.48
C 2.35 6.23 5.42
C 2.24 7.76 5.49
C 3.81 5.81 5.58
C 4.04 4.39 5.16
C 3.64 4.13 3.80
C 2.17 4.47 3.51
C 1.92 4.43 1.99
C 1.22 3.37 4.12
N 1.98 5.88 4.04
O 0.64 6.36 3.90
H 0.39 5.67 6.30
H 1.71 4.59 6.73
H 1.57 6.21 7.43
H 1.20 8.09 5.29
H 2.55 8.05 6.49
H 2.99 8.14 4.79
H 4.50 6.38 4.94
H 3.99 6.08 6.61
H 5.07 4.07 5.41
H 3.44 3.83 5.82
H 3.65 3.04 3.58
H 4.32 4.64 3.11
H 0.86 4.38 1.72
H 2.39 3.46 1.82
H 2.63 5.19 1.50
H 1.46 3.11 5.15
H 1.29 2.51 3.45
H 0.20 3.74 4.11
H 0.68 6.65 2.99
C -4.67 6.41 -2.23
C -3.40 5.93 -2.96
C -3.25 6.82 -4.22
C -2.18 6.21 -2.03
C -0.98 5.47 -2.57
C -1.32 3.99 -2.52
C -2.37 3.62 -3.54
C -1.79 3.85 -5.00
C -2.82 2.14 -3.56
N -3.52 4.51 -3.24
O -4.58 4.30 -4.20
H -5.59 6.12 -2.70
H -4.66 6.03 -1.17
H -4.65 7.49 -2.14
H -3.99 6.61 -5.00
H -3.28 7.86 -3.89
H -2.37 6.62 -4.82
H -2.01 7.33 -1.94
H -2.44 5.85 -1.03
H -0.74 5.78 -3.57
H -0.06 5.72 -2.09
H -1.62 3.70 -1.51
H -0.42 3.43 -2.71
H -1.00 3.10 -5.22
H -1.41 4.91 -5.21
H -2.55 3.61 -5.75
H -3.25 1.66 -2.67
H -1.97 1.54 -3.88
H -3.55 2.11 -4.38
H -5.36 4.06 -3.71
C -1.93 -3.80 -8.02
C -0.52 -3.28 -7.86
C 0.37 -4.30 -8.58
C -0.47 -1.91 -8.48
C 0.74 -1.07 -8.04
C 0.75 -0.98 -6.52
C 0.88 -2.37 -5.86
C 2.34 -2.82 -6.03
C 0.72 -2.18 -4.37
N -0.28 -3.21 -6.44
O -0.10 -4.50 -5.86
H -2.06 -4.78 -7.54
H -2.65 -3.10 -7.54
H -2.13 -3.86 -9.12
H 1.41 -4.16 -8.29
H 0.10 -5.30 -8.25
H 0.25 -4.08 -9.63
H -0.54 -1.90 -9.60
H -1.34 -1.26 -8.25
H 1.67 -1.58 -8.42
H 0.73 -0.05 -8.48
H -0.27 -0.63 -6.30
H 1.52 -0.29 -6.15
H 2.82 -2.83 -7.02
H 2.38 -3.87 -5.71
H 2.94 -2.36 -5.21
H 1.27 -1.24 -4.06
H 0.98 -3.09 -3.77
H -0.32 -2.04 -4.02
H -0.90 -4.58 -5.28
C -3.91 -1.21 6.83
C -3.30 -0.86 5.44
C -2.86 0.60 5.46
C -2.09 -1.80 5.32
C -2.49 -3.22 5.10
C -3.18 -3.32 3.73
C -4.46 -2.46 3.81
C -4.91 -2.32 2.35
C -5.59 -3.14 4.58
N -4.06 -1.11 4.25
O -5.23 -0.23 4.19
H -4.80 -0.54 6.94
H -4.16 -2.24 7.02
H -3.25 -0.99 7.70
H -2.81 0.98 4.38
H -3.43 1.27 6.11
H -1.89 0.80 5.92
H -1.49 -1.47 4.46
H -1.50 -1.56 6.14
H -1.72 -4.03 5.19
H -3.08 -3.75 5.88
H -3.48 -4.35 3.45
H -2.54 -2.99 2.88
H -5.77 -1.67 2.22
H -5.12 -3.32 1.99
H -4.14 -1.84 1.71
H -6.37 -2.39 4.69
H -5.29 -3.57 5.58
H -5.91 -3.91 3.92
H -4.85 0.45 3.56
C -0.39 1.42 0.57
C -0.18 -0.09 0.81
C -0.39 -0.40 2.25
C -1.26 -0.81 0.04
C -1.10 -2.35 0.22
C 0.26 -2.68 -0.32
C 1.50 -1.92 0.29
C 1.82 -2.60 1.68
C 2.67 -1.92 -0.71
N 1.09 -0.48 0.28
O 2.08 0.33 1.04
H -0.21 1.73 -0.45
H -1.42 1.68 0.89
H 0.26 2.11 1.09
H -0.37 -1.48 2.40
H 0.20 0.13 2.97
H -1.40 -0.11 2.50
H -2.26 -0.53 0.38
H -1.11 -0.59 -1.05
H -1.22 -2.54 1.26
H -1.88 -2.83 -0.39
H 0.29 -2.49 -1.39
H 0.51 -3.80 -0.24
H 0.99 -3.03 2.26
H 2.32 -1.93 2.34
H 2.46 -3.50 1.55
H 2.84 -2.93 -1.08
H 3.55 -1.55 -0.25
H 2.28 -1.28 -1.46
H 2.68 0.67 0.41
C 2.36 3.99 -2.75
C 2.33 3.67 -4.07
C 2.09 2.37 -4.42
N 1.79 1.38 -3.55
C 1.80 1.69 -2.28
C 2.07 3.00 -1.83
H 2.62 5.00 -2.47
H 2.46 4.39 -4.87
H 1.96 2.15 -5.51
H 1.59 0.90 -1.54
H 2.03 3.11 -0.78
C 2.34 0.12 5.21
C 3.35 0.44 6.06
C 3.79 -0.59 7.01
N 3.33 -1.83 7.08
C 2.47 -2.16 6.12
C 1.88 -1.21 5.29
H 2.00 0.78 4.44
H 3.82 1.40 6.04
H 4.52 -0.33 7.70
H 2.23 -3.27 6.21
H 1.02 -1.58 4.68
C 6.94 2.60 0.39
C 6.04 2.69 1.43
C 4.86 2.04 1.13
N 4.57 1.37 0.02
C 5.56 1.09 -0.84
C 6.77 1.72 -0.66
H 7.81 3.28 0.42
H 6.19 3.19 2.39
H 4.07 2.04 1.87
H 5.45 0.55 -1.74
H 7.54 1.70 -1.42
C -4.71 2.80 -0.52
C -3.97 3.10 0.60
C -3.97 2.27 1.64
N -4.60 1.08 1.74
C -5.25 0.74 0.65
C -5.37 1.57 -0.47
H -4.73 3.39 -1.48
H -3.40 4.04 0.67
H -3.48 2.59 2.57
H -5.64 -0.28 0.53
H -6.00 1.35 -1.33
*
```